No. 1
Computed, not measured: a cluster of 14 separate species, C4H35NO15 in total in a non-equilibrium geometry, with the ωB97M-V functional and the def2-TZVPD basis.

Structure (XYZ):
```
55
C4H35NO15, DFT the ωB97M-V functional and the def2-TZVPD basis
C 2.41634 -0.18927 -0.32103
N 2.38326 0.17566 1.12353
C 1.86715 -2.20691 1.65847
C 1.46507 -0.78102 1.85311
C 0.05344 -0.44668 1.27907
O -0.19277 0.86265 1.16677
O -0.80472 -1.26242 1.08460
H 3.12918 0.46172 -0.87686
H 1.42571 -0.04213 -0.75794
H 2.75893 -1.19314 -0.62598
H 3.28010 0.21924 1.59438
H 2.72952 -2.46781 2.24013
H 0.95115 -2.83938 1.92227
H 2.17202 -2.52169 0.62975
H 1.55369 -0.63300 2.96053
H -1.10405 1.12020 0.93031
H -3.19049 -2.11935 -0.08439
H -2.63808 -2.27993 1.35006
O -3.45133 -2.05456 0.86593
H -0.87815 -2.08110 -1.76336
H -0.53072 -1.15193 -2.84516
O -0.70991 -2.09116 -2.72199
H 1.67547 -3.32880 -2.78797
H 1.79690 -3.48334 -1.24223
O 2.27684 -3.57250 -2.07206
H 0.85320 3.56016 -3.51198
H 1.21932 2.26021 -2.78571
O 0.72049 2.59933 -3.52938
H 3.61315 2.89722 -2.25179
H 2.41297 2.84194 -1.07769
O 2.76170 3.16046 -1.91320
H -2.39849 -3.30314 3.24921
H -1.18230 -2.33927 3.16430
O -1.60994 -3.08848 2.75492
H -0.65880 1.00850 -3.88298
H -0.88563 1.54769 -2.51538
O -1.31326 0.99640 -3.16611
H 1.63033 3.02454 2.02720
H 2.56585 2.24143 2.95971
O 1.83146 2.88172 3.01511
H 0.17515 2.97955 0.26745
H 1.15075 1.82023 0.24394
O 1.13146 2.81050 0.35694
H 0.54065 1.92279 3.84062
H -0.88311 1.70986 3.91297
O -0.07710 1.16975 4.03765
H -3.51767 0.87906 1.37050
H -3.08754 -0.34872 0.63888
O -2.85079 0.62180 0.72662
H -3.37977 -0.45690 -1.41519
H -2.97298 -1.55935 -2.38867
O -2.86815 -1.28547 -1.47532
H -3.38068 1.16923 -3.08647
H -3.89231 1.31906 -1.65126
O -4.08248 0.86659 -2.47484
```

Summary:
Charge: 0

No. 2
Computed, not measured: a cluster of 14 separate species, C4H35NO15S in total in a non-equilibrium geometry, with the ωB97M-V functional and the def2-TZVPD basis.

Structure (XYZ):
```
56
C4H35NO15S, DFT the ωB97M-V functional and the def2-TZVPD basis
O -0.22932 -0.18032 2.60786
C -1.40369 -0.14762 2.27664
N -1.98834 -1.25227 1.69667
C -1.11733 -2.29312 1.20615
C -1.77430 -3.66822 1.26772
S -0.78216 -5.02364 0.52526
C -0.69891 -1.94598 -0.22190
O 0.38095 -0.98761 -0.19121
H -2.10540 0.67268 2.41000
H -2.98694 -1.23984 1.53990
H -0.23257 -2.27701 1.83619
H -2.04567 -3.96416 2.28729
H -2.82327 -3.60153 0.94449
H -0.46721 -5.63552 1.68277
H -1.44009 -1.37381 -0.78827
H -0.31067 -2.80265 -0.76720
H 0.95959 -0.98973 0.58101
H 0.63477 2.97908 -0.21806
H 2.17842 3.35137 0.01063
O 1.55169 2.66663 -0.22579
H -2.39126 4.24632 -2.30285
H -3.40903 3.16796 -2.81199
O -2.50751 3.31477 -2.49056
H 3.03898 0.73561 -2.45489
H 4.13538 1.70834 -2.91988
O 3.68650 0.89064 -3.17204
H 0.90354 -2.04002 4.65982
H 0.98075 -1.08730 3.48260
O 1.55155 -1.60616 4.08766
H -0.82231 0.82982 -1.78445
H -2.13994 1.43814 -1.86192
O -1.68441 0.75009 -1.33682
H -1.23567 -0.14678 -3.15996
H -2.51225 -0.19169 -4.02442
O -1.90352 -0.73090 -3.50355
H -1.08286 1.66354 0.08844
H -0.04123 1.76710 1.17031
O -0.91734 2.10480 0.95359
H -4.12980 -0.39691 -0.88167
H -5.27598 0.68209 -0.86464
O -5.08514 -0.25640 -0.82293
H 3.25609 2.42590 2.03510
H 2.37700 3.53782 2.53432
O 3.12090 3.38308 1.94819
H 2.91604 -1.46986 2.16121
H 1.97539 -2.22726 1.32239
O 2.59059 -1.48648 1.24343
H 0.91915 0.33510 -4.81268
H 1.89588 1.25547 -3.96471
O 1.04240 0.78779 -3.97588
H 2.50535 0.39622 2.06885
H 3.14148 0.91366 0.80550
O 3.10464 1.07575 1.74808
H 2.24798 1.31598 -0.09994
H 1.85442 0.00118 -0.83087
O 2.59466 0.62588 -0.69299
```

Summary:
Charge: 0

Molar mass / g mol⁻¹: 337.32 369.38
Energy above the lowest of the compared OMol25 structures with the same formula, charge and spin / kcal per mole: 59.7 101.0